A 2-piece molecular cluster, C3H5N3O overall in a non-equilibrium geometry, computed with ωB97M-V/def2-TZVPD.

Geometry as XYZ:
```
12
Properties=species:S:1:pos:R:3:forces:R:3
O -1.195 0.465 1.774 0.85 -0.57 2.41
N 0.618 0.178 3.295 -2.19 -1.12 -1.50
N 0.019 -0.180 -0.444 2.41 3.73 -0.84
N 1.460 1.751 -0.528 0.33 0.78 0.05
C -0.358 0.318 2.610 0.42 1.12 -1.33
C -0.337 -1.453 -0.709 -3.16 -2.13 1.75
C 0.688 0.800 -0.577 -0.22 -0.58 -0.22
H 1.287 0.520 3.910 0.62 0.67 0.85
H 0.054 -2.029 0.140 -0.40 -0.47 -0.25
H 1.306 2.696 -0.879 -0.24 -0.80 0.07
H -0.199 -2.032 -1.600 0.95 0.50 -1.10
H -1.453 -1.359 -0.610 0.62 -1.13 0.10
```
Positions in Å, forces in eV/Å.

The structure (SMILES) is CN=C=N.N=C=O. For the LUMO energy, the calculation gives 0.81 eV. The total energy comes out at -356.76062 hartree. The calculation puts the HOMO-LUMO gap at 9.784 eV. The value obtained for the strongest force on any atom is 4.52 eV/A. The energy above the lowest of the compared OMol25 structures with the same formula, charge and spin is 2.633 eV. As for the charge: 0. The HOMO energy comes out at -0.3298 hartree.

One molecule with the formula C3H5N3O, computed with ωB97M-V/def2-TZVPD.

Geometry as XYZ:
```
12
Properties=species:S:1:pos:R:3:forces:R:3
O -2.310 0.957 -0.606 0.10 0.21 -0.12
N 0.539 -0.881 0.849 0.14 0.02 -0.24
N 1.766 0.383 -0.435 0.25 -0.05 0.05
N 0.508 0.825 -0.634 -0.08 -0.26 0.09
C -0.191 0.028 0.147 -0.10 -0.16 -0.36
C 1.762 -0.643 0.435 0.11 0.04 -0.02
C -1.646 -0.177 -0.122 0.00 -0.27 0.19
H -1.610 -0.983 -0.874 -0.38 0.04 0.07
H 2.511 0.733 -1.016 0.03 0.05 0.23
H 2.641 -1.212 0.702 0.00 0.21 0.06
H -1.686 1.421 -1.182 -0.14 0.00 0.06
H -2.177 -0.567 0.748 0.08 0.16 -0.01
```
Positions in Å, forces in eV/Å.

The structure (SMILES) is OCc1nc[nH]n1. For the LUMO energy, the calculation gives 0.81 eV. The total energy comes out at -356.80849 hartree. The calculation puts the HOMO-LUMO gap at 10.746 eV. The value obtained for the strongest force on any atom is 0.41 eV/A. The energy above the lowest of the compared OMol25 structures with the same formula, charge and spin is 1.330 eV. As for the charge: 0. The HOMO energy comes out at -0.3653 hartree.

One molecule with the formula C3H5N3O in a non-equilibrium geometry, computed with ωB97M-V/def2-TZVPD.

Geometry as XYZ:
```
12
Properties=species:S:1:pos:R:3:forces:R:3
O -0.940 -1.509 1.424 3.43 -1.29 1.64
N -1.478 1.538 -0.130 0.75 -0.51 1.92
N 0.946 -1.371 0.033 -5.01 -7.96 6.59
N 0.711 0.384 -0.948 -2.03 10.34 -4.20
C 1.394 -0.626 -0.769 9.14 0.33 -4.15
C -0.572 0.308 -0.277 0.50 1.63 1.18
C -0.310 -0.877 0.371 0.18 -0.49 1.87
H -2.627 1.281 -0.029 4.77 0.98 0.29
H 2.461 -0.702 -1.160 -1.50 0.13 0.28
H -0.921 2.325 0.696 -3.02 -3.50 -2.97
H -0.063 -1.968 2.002 -3.91 1.89 -2.79
H 1.399 1.217 -1.215 -3.30 -1.55 0.34
```
Positions in Å, forces in eV/Å.

The structure (SMILES) is Nc1[nH]cnc1O. For the LUMO energy, the calculation gives 0.54 eV. The total energy comes out at -356.65727 hartree. The calculation puts the HOMO-LUMO gap at 8.784 eV. The value obtained for the strongest force on any atom is 11.49 eV/A. The energy above the lowest of the compared OMol25 structures with the same formula, charge and spin is 5.445 eV. As for the charge: 0. The HOMO energy comes out at -0.3030 hartree.

One molecule with the formula C3H5N3O, computed with ωB97M-V/def2-TZVPD.

Geometry as XYZ:
```
12
Properties=species:S:1:pos:R:3:forces:R:3
O 1.273 2.122 -0.566 0.06 0.22 -0.23
N -0.256 -0.767 1.023 -0.31 0.02 -0.45
N -0.948 -1.255 -0.998 -0.15 -0.33 0.19
N -0.153 -0.180 -1.167 0.16 0.04 0.33
C 0.214 0.074 0.073 0.00 0.42 -0.09
C 0.712 1.397 0.487 -0.07 0.11 0.41
C -1.005 -1.567 0.310 -0.68 -0.18 0.23
H -0.200 1.877 0.904 0.46 0.15 -0.11
H -1.387 -1.687 -1.795 0.02 -0.02 0.17
H -1.747 -2.186 0.779 0.13 -0.76 -0.35
H 1.408 1.275 1.318 0.18 0.23 -0.20
H 0.761 1.899 -1.358 0.20 0.09 0.11
```
Positions in Å, forces in eV/Å.

The structure (SMILES) is OCc1nc[nH]n1. For the LUMO energy, the calculation gives 0.82 eV. The total energy comes out at -356.80458 hartree. The calculation puts the HOMO-LUMO gap at 10.727 eV. The value obtained for the strongest force on any atom is 0.85 eV/A. The energy above the lowest of the compared OMol25 structures with the same formula, charge and spin is 1.437 eV. As for the charge: 0. The HOMO energy comes out at -0.3639 hartree.

A 2-piece molecular cluster, C3H5N3O2PS overall in a non-equilibrium geometry, computed with ωB97M-V/def2-TZVPD.

Geometry as XYZ:
```
15
Properties=species:S:1:pos:R:3:forces:R:3
S 3.803 -0.615 1.046 0.07 -0.43 0.11
P 2.062 -0.322 0.122 0.70 -0.67 0.76
O 0.744 -0.766 1.291 -0.25 1.07 -1.48
O 1.819 1.060 -0.321 -0.77 0.98 -0.48
N -0.996 1.693 -1.932 0.26 0.33 -0.48
N -1.714 1.941 -0.862 -0.01 -0.07 0.01
N -2.083 0.887 -0.167 -0.29 -0.06 0.51
C -1.564 -0.131 -0.832 0.00 0.25 -0.22
C 0.847 -1.627 2.225 0.30 -0.99 1.21
C -0.878 0.377 -1.943 -0.22 0.03 0.22
H 1.700 -1.618 2.894 0.15 0.00 -0.09
H -0.315 -0.136 -2.696 0.12 -0.02 -0.13
H -1.696 -1.140 -0.503 0.03 -0.18 0.13
H -1.907 2.881 -0.551 0.06 -0.25 -0.09
H 0.177 -2.482 2.228 -0.16 0.00 0.03
```
Positions in Å, forces in eV/Å.

For the LUMO energy (alpha / beta), the calculation gives 3.76 / 3.18 eV. The total energy comes out at -1171.61321 hartree. The calculation puts the HOMO-LUMO gap (alpha / beta) at 7.131 / 6.308 eV. The value obtained for the strongest force on any atom is 1.84 eV/A. The energy above the lowest of the compared OMol25 structures with the same formula, charge and spin is 2.189 eV. As for the charge: -1. The HOMO energy (alpha / beta) comes out at -0.1240 / -0.1151 hartree.

One molecule with the formula C3H5N3OS in a non-equilibrium geometry, computed with ωB97M-V/def2-TZVPD.

Geometry as XYZ:
```
13
Properties=species:S:1:pos:R:3:forces:R:3
S -2.560 -1.302 -0.016 0.13 0.12 0.12
O 0.035 -1.303 -0.283 -0.39 0.02 -0.06
N -1.823 1.675 -0.095 0.04 -0.71 -0.30
N 2.234 -0.969 0.098 0.64 0.22 -0.18
N -1.163 -0.529 -0.534 -0.08 -0.10 0.08
C 0.575 0.879 -0.033 -0.89 -0.92 -0.31
C 1.004 -0.404 -0.074 0.22 0.32 -0.03
C -0.874 0.836 -0.211 0.30 -0.09 0.32
H 3.028 -0.352 -0.060 -0.43 -0.22 0.14
H -2.525 -0.982 1.305 0.04 -0.02 -0.21
H 2.375 -1.889 -0.303 -0.24 0.18 0.10
H 1.141 1.754 0.129 0.48 0.60 0.15
H -1.448 2.587 0.076 0.18 0.60 0.17
```
Positions in Å, forces in eV/Å.

The structure (SMILES) is [H]/N=c1\cc(N)on1S. For the LUMO energy, the calculation gives 0.70 eV. The total energy comes out at -754.93613 hartree. The calculation puts the HOMO-LUMO gap at 9.132 eV. The value obtained for the strongest force on any atom is 1.32 eV/A. The energy above the lowest of the compared OMol25 structures with the same formula, charge and spin is 2.801 eV. As for the charge: 0. The HOMO energy comes out at -0.3099 hartree.